{
  "formula": "C4H8O",
  "method": "wB97M-V/def2-TZVPD",
  "symbols": ["H", "H", "H", "C", "H", "H", "H", "O", "C", "H", "C", "H", "C"],
  "coordinates": [[-1.331007, 0.079800, 1.369138], [-0.129420, -2.007529, -0.583813], [-1.707781, 1.368299, 0.216066], [0.041016, 0.123951, -0.312723], [1.548199, -1.421700, -0.506118], [-2.092965, -0.311979, -0.165179], [-0.052828, 0.268347, -1.399042], [2.259258, 1.071829, -0.146293], [1.071958, 1.188454, 0.046142], [0.645516, 2.146190, 0.429524], [-1.343815, 0.338069, 0.306510], [0.575240, -1.563284, 0.976180], [0.546113, -1.301359, -0.089275]],
  "atomic_forces_ev_per_a": [[0.02, 0.07, -0.02], [0.13, 0.07, 0.08], [0.16, -0.12, -0.04], [-0.10, -0.07, -0.14], [-0.10, -0.02, 0.07], [0.27, 0.13, 0.04], [-0.03, 0.00, 0.00], [-0.63, 0.03, 0.25], [0.09, -0.10, -0.13], [0.15, -0.14, -0.01], [-0.02, 0.04, 0.12], [0.02, 0.15, -0.17], [0.05, -0.04, -0.05]],
  "mulliken_charge": [0.345, 0.355, 0.383, 0.752, 0.346, 0.353, 0.136, -0.480, -0.125, 0.314, -1.411, 0.348, -1.314],
  "orbital_gap_ha": 0.39263,
  "e_homo_ev": -9.8,
  "mol_weight_g_mol": 72.1,
  "lumo_energy_ev": 0.89,
  "smiles": "CC(C)C=O"
}